[1]
DFT (ωB97M-V/def2-TZVPD) results for a molecular structure, C46H77CrFN13O3P at a distorted geometry.

⟨S²⟩: 3.78
relative energy (zero: lowest compared OMol25 entry of this formula, charge and spin): 10.6 kcal/mol
2S+1: 4
electronic energy: -4221.5237 hartree
total charge: +3
E_HOMO (alpha / beta): -12.71 / -12.71 eV
lowest unoccupied orbital energy (alpha / beta): -6.8577 / -6.9628 eV
frontier orbital gap (alpha / beta): 5.849 / 5.746 eV

Element x y z (Å)
Cr 0.573 0.167 0.182
C 3.855 0.213 -3.158
N 3.142 1.460 -2.970
C 3.589 2.493 -3.888
C 2.229 1.688 -1.991
N 2.191 1.027 -0.844
C 3.439 0.548 -0.270
C 3.242 0.382 1.231
N 2.091 -0.495 1.475
C 2.392 -1.913 1.220
C 1.250 -2.518 0.397
N 1.077 -1.721 -0.809
C 1.440 -2.303 -1.933
N 1.186 -1.782 -3.148
C 0.305 -0.666 -3.378
C 1.790 -2.317 -4.354
N 2.108 -3.521 -1.963
C 3.444 -3.701 -1.439
C 1.517 -4.684 -2.593
C 1.640 -0.333 2.855
C 0.368 -1.122 3.126
N -0.693 -0.831 2.162
C -1.879 -1.245 2.560
N -3.026 -0.754 2.049
C -3.121 0.598 1.575
C -4.295 -1.436 2.153
N -2.028 -2.151 3.589
C -2.919 -1.866 4.694
C -1.472 -3.485 3.578
N 1.329 2.691 -2.191
C 1.162 3.719 -1.187
C 0.632 2.969 -3.431
H 3.925 0.004 -4.227
H 3.322 -0.607 -2.687
H 4.876 0.275 -2.768
H 4.680 2.546 -3.851
H 3.186 3.462 -3.614
H 3.299 2.256 -4.914
H 4.240 1.273 -0.455
H 3.748 -0.418 -0.682
H 3.010 1.361 1.658
H 4.155 -0.003 1.702
H 2.543 -2.457 2.157
H 3.321 -1.994 0.656
H 0.301 -2.464 0.934
H 1.457 -3.568 0.177
H -0.274 -0.445 -2.486
H -0.354 -0.912 -4.209
H 0.882 0.216 -3.653
H 2.784 -2.708 -4.152
H 1.868 -1.516 -5.086
H 1.185 -3.112 -4.789
H 3.929 -2.733 -1.314
H 4.035 -4.274 -2.158
H 3.464 -4.242 -0.486
H 0.522 -4.447 -2.956
H 1.427 -5.486 -1.855
H 2.124 -5.056 -3.421
H 1.453 0.727 3.016
H 2.424 -0.658 3.554
H 0.023 -0.865 4.137
H 0.617 -2.187 3.143
H -2.150 1.062 1.698
H -3.859 1.140 2.175
H -3.422 0.634 0.528
H -4.902 -1.030 2.965
H -4.150 -2.500 2.308
H -4.837 -1.289 1.220
H -3.192 -0.814 4.683
H -2.396 -2.076 5.630
H -3.824 -2.476 4.673
H -1.022 -3.704 2.613
H -2.274 -4.209 3.743
H -0.731 -3.626 4.372
H 1.429 3.337 -0.205
H 0.129 4.062 -1.180
H 1.805 4.577 -1.420
H 0.923 2.283 -4.218
H 0.818 3.990 -3.772
H -0.443 2.858 -3.257
F 0.796 3.969 5.704
C 0.055 4.257 4.612
C 0.103 3.372 3.568
C -0.607 3.610 2.388
C -0.540 2.666 1.284
O 0.302 1.728 1.318
C -1.470 2.894 0.218
C -2.223 4.036 0.222
N -2.150 4.990 1.173
C -2.872 6.225 1.006
C -2.077 7.492 0.864
C -2.806 6.931 -0.316
C -1.404 4.773 2.311
C -1.444 5.654 3.396
C -0.716 5.429 4.560
N -0.824 6.325 5.628
C -0.369 7.687 5.434
C -1.104 8.618 6.398
N -0.862 8.158 7.790
C -1.328 6.757 7.944
C -0.548 5.873 6.976
C -1.668 1.891 -0.912
O -2.539 2.116 -1.735
O -0.913 0.858 -0.932
H 0.701 2.482 3.668
H -2.914 4.212 -0.590
H -3.813 6.245 1.544
H -1.000 7.415 0.877
H -2.444 8.394 1.325
H -2.229 6.476 -1.106
H -3.690 7.442 -0.665
H -2.084 6.518 3.351
H -0.564 8.001 4.409
H 0.718 7.766 5.610
H -2.180 8.586 6.209
H -0.754 9.645 6.278
H -1.332 8.775 8.464
H 0.149 8.193 7.987
H -2.392 6.720 7.705
H -1.180 6.421 8.969
H -0.884 4.845 7.104
H 0.526 5.912 7.217
C -3.188 -0.492 -3.540
P -2.900 -1.038 -1.798
C -2.210 -2.736 -2.116
C -4.638 -1.441 -1.396
C -5.545 -0.382 -1.434
C -6.891 -0.596 -1.202
C -7.344 -1.873 -0.906
C -6.441 -2.920 -0.825
C -5.091 -2.710 -1.050
H -3.923 0.307 -3.544
H -3.556 -1.324 -4.136
H -2.275 -0.098 -3.972
H -2.847 -3.297 -2.797
H -2.100 -3.277 -1.178
H -1.224 -2.632 -2.556
H -5.185 0.608 -1.676
H -7.582 0.230 -1.262
H -8.394 -2.060 -0.747
H -6.797 -3.912 -0.598
H -4.411 -3.546 -0.987


[2]
DFT (ωB97M-V/def2-TZVPD) results for a molecular structure, C13H24N4O5PbS2 at a distorted geometry.

relative energy (zero: lowest compared OMol25 entry of this formula, charge and spin): 0.0 kcal/mol
electronic energy: -2093.9666 hartree
E_HOMO (alpha / beta): -5.83 / -5.82 eV
lowest unoccupied orbital energy (alpha / beta): -0.9934 / -0.9937 eV
frontier orbital gap (alpha / beta): 4.832 / 4.831 eV

Element x y z (Å)
O -0.693 3.631 1.034
H -0.547 4.552 1.327
Pb 0.345 0.727 -0.179
N -1.056 -0.205 -1.984
N 1.237 -1.374 -1.155
O -2.254 0.295 -2.493
O 2.553 -1.876 -1.020
C -0.493 -1.123 -2.786
C 0.759 -1.716 -2.355
C -1.105 -1.495 -4.094
C 1.583 -2.597 -3.215
H -1.883 -0.766 -4.342
H -1.552 -2.504 -4.057
H -0.342 -1.517 -4.889
H 2.307 -3.149 -2.605
H 2.154 -1.988 -3.941
H 0.950 -3.288 -3.791
H -2.447 1.100 -1.942
H 2.913 -1.466 -0.219
O -1.271 -2.800 0.690
H -1.961 -2.178 0.410
H -0.473 -2.488 0.220
C 1.830 2.207 -1.051
H 1.575 3.273 -0.901
H 1.911 1.982 -2.140
H 2.827 1.985 -0.604
O -2.387 2.774 -1.324
H -2.648 3.248 -0.514
H -1.783 3.396 -1.763
C 0.902 3.066 2.782
C -0.458 2.808 2.176
N -0.804 1.460 1.859
C -1.166 0.767 2.988
C -1.846 1.609 3.878
S -1.790 3.265 3.439
C -0.551 -0.501 3.311
C -0.520 -1.123 4.561
S 0.781 -2.259 4.660
C 1.211 -1.855 3.008
N 0.429 -0.975 2.444
C 2.378 -2.459 2.324
H 0.810 3.593 3.737
H 1.417 2.135 3.017
H 1.523 3.639 2.080
H -2.357 1.217 4.740
H -1.143 -0.839 5.405
H 3.165 -1.714 2.137
H 2.797 -3.265 2.934
H 2.041 -2.843 1.361


[3]
DFT (ωB97M-V/def2-TZVPD) results for a molecular structure, C34H44BCaN11.

⟨S²⟩: 0.76
relative energy (zero: lowest compared OMol25 entry of this formula, charge and spin): 0.0 kcal/mol
2S+1: 2
electronic energy: -2626.8255 hartree
total charge: +1
E_HOMO (alpha / beta): -10.98 / -10.98 eV
lowest unoccupied orbital energy (alpha / beta): -1.8390 / -4.0669 eV
frontier orbital gap (alpha / beta): 9.143 / 6.915 eV

Element x y z (Å)
Ca -0.019 0.472 -0.690
C -1.721 -1.116 2.293
C -0.610 -0.180 2.649
C -0.084 0.099 3.912
C 0.904 1.034 3.686
N 0.958 1.286 2.369
N 0.024 0.537 1.718
B 1.808 2.289 1.531
N 0.806 3.217 0.774
C 0.307 4.370 1.250
C -0.626 4.848 0.357
C -0.673 3.883 -0.652
C -1.514 3.894 -1.888
N 0.182 2.892 -0.391
N 2.743 1.515 0.549
C 4.086 1.479 0.621
C 4.555 0.605 -0.334
C 3.408 0.133 -0.978
C 3.291 -0.813 -2.129
N 2.321 0.675 -0.431
N 2.705 3.166 2.388
C 3.330 4.303 1.982
C 4.329 4.581 2.876
C 4.281 3.518 3.807
C 5.130 3.308 5.017
N 3.315 2.671 3.499
H -1.637 -2.045 2.857
H -2.695 -0.684 2.530
H -1.712 -1.360 1.230
H -0.381 -0.320 4.857
H 1.586 1.524 4.357
H 0.657 4.782 2.181
H -1.187 5.764 0.419
H -2.087 4.818 -1.943
H -0.894 3.841 -2.786
H -2.233 3.070 -1.896
H 4.620 2.061 1.353
H 5.580 0.351 -0.540
H 4.041 -1.601 -2.063
H 2.304 -1.280 -2.151
H 3.449 -0.295 -3.077
H 3.027 4.823 1.089
H 5.002 5.421 2.866
H 6.139 3.687 4.855
H 4.715 3.831 5.879
H 5.188 2.249 5.260
N -0.713 0.722 -3.168
C -1.495 -0.415 -3.539
C -0.984 -1.351 -4.428
C -1.719 -2.480 -4.756
C -2.977 -2.676 -4.207
C -3.486 -1.741 -3.318
C -2.752 -0.613 -2.963
C -3.316 0.361 -1.988
C -4.457 1.118 -2.284
C -4.979 2.015 -1.360
C -4.387 2.186 -0.116
C -3.255 1.442 0.226
C -2.788 0.595 -0.740
H 0.066 0.854 -3.802
H -1.267 1.574 -3.170
H -0.007 -1.191 -4.871
H -1.311 -3.198 -5.456
H -3.560 -3.548 -4.470
H -4.463 -1.887 -2.874
H -4.923 0.995 -3.255
H -5.861 2.585 -1.616
H -4.797 2.887 0.599
H -2.774 1.557 1.190
C -0.416 -5.708 1.574
C 0.402 -5.293 0.361
N -0.192 -4.182 -0.386
C -1.349 -4.500 -1.222
C -2.679 -4.048 -0.629
C 0.240 -2.911 -0.277
C 1.345 -2.615 0.699
N -0.242 -1.921 -0.976
H 0.086 -6.515 2.106
H -1.405 -6.066 1.286
H -0.544 -4.872 2.264
H 0.502 -6.132 -0.331
H 1.411 -5.023 0.658
H -1.352 -5.582 -1.354
H -1.206 -4.076 -2.221
H -2.856 -4.524 0.335
H -3.495 -4.316 -1.299
H -2.710 -2.967 -0.480
H 2.282 -3.066 0.368
H 1.116 -3.003 1.692
H 1.497 -1.542 0.773
H -0.949 -2.234 -1.635


Question: Among the records above, which one has the highest relative energy (zero: lowest compared OMol25 entry of this formula, charge and spin)?
Answer: C46H77CrFN13O3P


Question: electronic energy of number 2 (C13H24N4O5PbS2)?
Answer: -2093.9666 hartree